{
  "formula": "C30H21BrCl4FeN3O4S",
  "method": "wB97M-V/def2-TZVPD",
  "species": ["Fe", "C", "C", "C", "C", "C", "C", "C", "S", "O", "O", "N", "C", "C", "C", "C", "C", "N", "H", "H", "H", "H", "H", "H", "H", "H", "H", "H", "H", "Cl", "C", "C", "Cl", "C", "Cl", "C", "O", "C", "O", "C", "Cl", "N", "C", "C", "C", "C", "C", "C", "C", "C", "C", "C", "C", "C", "H", "H", "H", "H", "H", "H", "H", "H", "H", "H", "Br"],
  "coordinates": [[0.707217, 0.196433, -0.239213], [-1.082829, 1.484032, -7.167521], [-1.407426, 0.897105, -5.820548], [-2.563801, 1.256813, -5.144024], [-2.834288, 0.751090, -3.880001], [-1.942603, -0.130978, -3.297237], [-0.772711, -0.492114, -3.948291], [-0.515245, 0.023049, -5.204602], [-2.410894, -0.922828, -1.786530], [-3.056199, -2.173155, -2.157206], [-3.247454, 0.004563, -1.048719], [-1.025599, -1.153400, -1.061698], [-0.742690, -2.268221, -0.322741], [-1.409844, -3.507212, -0.293024], [-0.895960, -4.494623, 0.515479], [0.252566, -4.273684, 1.276299], [0.837458, -3.028762, 1.195679], [0.345078, -2.066672, 0.428280], [-1.850218, 2.190404, -7.483456], [-0.999418, 0.704911, -7.928706], [-0.131195, 2.016556, -7.134311], [-3.245430, 1.968940, -5.594501], [-3.722515, 1.040475, -3.337050], [-0.058698, -1.134592, -3.453117], [0.415644, -0.224449, -5.699419], [-2.292560, -3.652140, -0.894946], [-1.395085, -5.456520, 0.558807], [0.663929, -5.035685, 1.923793], [1.722603, -2.768319, 1.761981], [-0.720280, 7.039439, -0.436160], [-0.359934, 5.397527, -0.883108], [-0.284058, 5.029352, -2.209944], [-0.525207, 6.210558, -3.465298], [-0.022988, 3.692869, -2.552365], [0.138952, 3.232484, -4.221185], [0.138400, 2.710166, -1.582186], [0.345925, 1.457112, -1.801863], [0.115617, 3.108137, -0.207416], [0.376656, 2.168911, 0.642591], [-0.151771, 4.432059, 0.114038], [-0.200227, 4.862990, 1.799345], [-1.449981, 0.467560, 1.575566], [-1.348204, -0.581766, 2.448660], [-2.397039, -1.500686, 2.568552], [-2.324260, -2.552118, 3.463489], [-1.204895, -2.713542, 4.267185], [-0.147197, -1.824383, 4.124859], [-0.176501, -0.770772, 3.219215], [1.046162, 0.071490, 3.043187], [1.662757, 0.559109, 4.204695], [2.859470, 1.250035, 4.153497], [3.471327, 1.448367, 2.923132], [2.859824, 0.983722, 1.766663], [1.636944, 0.310230, 1.794625], [-2.292288, 0.559675, 1.026275], [-0.908268, 1.314451, 1.718494], [-3.272048, -1.367049, 1.943819], [-3.150882, -3.249844, 3.531297], [-1.139222, -3.535586, 4.967460], [0.759568, -1.974853, 4.698304], [1.175438, 0.398623, 5.161770], [3.304130, 1.636940, 5.063949], [4.412282, 1.985469, 2.860217], [3.345254, 1.163617, 0.814938], [2.627552, -0.588967, -1.423573]],
  "atomic_forces_ev_per_a": [[-0.742, 0.428, 1.107], [-0.022, -0.022, 0.018], [-0.021, -0.052, -0.035], [-0.016, -0.001, 0.024], [0.032, -0.028, -0.043], [-0.071, -0.047, -0.031], [-0.012, 0.034, -0.020], [-0.051, -0.011, 0.013], [-0.053, -0.021, 0.117], [-0.092, 0.211, -0.137], [-0.061, 0.087, -0.048], [0.283, 0.181, 0.140], [0.056, -0.131, -0.036], [-0.038, -0.165, 0.010], [0.067, -0.004, 0.020], [-0.026, -0.100, 0.006], [-0.070, 0.061, -0.106], [0.057, 0.311, -0.210], [-0.016, 0.007, -0.011], [0.009, -0.003, -0.018], [0.037, 0.025, 0.001], [-0.018, 0.012, -0.006], [-0.046, 0.021, 0.021], [0.039, -0.024, 0.035], [0.050, -0.022, -0.020], [0.075, -0.060, 0.081], [-0.011, -0.010, 0.000], [-0.005, -0.007, 0.010], [0.059, 0.043, 0.047], [0.009, 0.007, -0.022], [-0.034, 0.027, 0.026], [-0.019, 0.080, -0.037], [0.002, 0.016, 0.019], [0.027, -0.042, -0.167], [0.032, 0.054, 0.095], [-0.042, 0.246, -0.016], [-0.015, -0.422, -0.161], [0.081, -0.024, 0.042], [-0.097, 0.034, -0.082], [0.003, 0.063, 0.094], [-0.001, -0.019, -0.020], [0.086, -0.070, -0.098], [0.016, 0.005, 0.314], [0.057, 0.060, 0.028], [0.017, -0.070, 0.047], [-0.055, 0.030, 0.003], [-0.058, 0.037, -0.030], [-0.086, 0.082, -0.132], [0.080, -0.044, 0.082], [-0.080, -0.058, 0.040], [0.007, 0.006, 0.044], [0.015, -0.009, -0.104], [0.040, -0.035, 0.265], [-0.203, -0.070, -0.592], [0.051, -0.048, -0.034], [0.097, -0.143, -0.147], [-0.038, -0.003, -0.033], [-0.012, -0.022, -0.004], [0.004, -0.047, 0.029], [0.043, 0.005, 0.029], [0.000, -0.002, 0.008], [0.011, -0.005, 0.002], [0.011, 0.001, 0.008], [-0.010, 0.018, -0.042], [0.671, -0.349, -0.379]],
  "mulliken_charge": [0.298, -1.414, 0.896, -0.775, -0.412, 0.002, -0.378, -0.634, 1.240, -0.797, -0.768, 0.114, 0.338, -0.924, -0.428, -0.889, -0.320, 0.292, 0.347, 0.367, 0.284, 0.222, 0.459, 0.301, 0.312, 0.592, 0.356, 0.404, 0.493, -0.268, 0.474, 0.218, -0.270, 0.330, -0.168, 0.128, -0.777, -0.783, 0.016, -0.105, -0.261, -0.117, 0.552, -0.513, -0.643, -0.796, -0.456, 0.563, 0.510, -0.497, -0.800, -0.715, -0.590, 0.560, 0.206, 0.264, 0.346, 0.366, 0.363, 0.443, 0.444, 0.347, 0.364, 0.325, -0.637],
  "fmax_ev_per_a": 1.40,
  "de_lowest_ev": 0.4766,
  "total_charge": -2,
  "s_squared": 8.762,
  "homo_lumo_gap_ev": [6.2, 6.2],
  "spin_multiplicity": 6
}



{
  "formula": "C42H34N3O4RhS4",
  "method": "wB97M-V/def2-TZVPD",
  "species": ["Rh", "C", "S", "C", "S", "N", "N", "C", "C", "C", "C", "C", "C", "N", "H", "H", "H", "H", "H", "H", "H", "H", "C", "C", "C", "C", "C", "C", "C", "S", "O", "C", "C", "C", "C", "C", "C", "C", "C", "C", "C", "C", "C", "C", "C", "C", "C", "C", "C", "C", "C", "S", "O", "C", "C", "C", "C", "C", "C", "C", "H", "H", "H", "H", "H", "H", "H", "H", "H", "H", "H", "H", "H", "H", "H", "H", "H", "H", "H", "H", "H", "H", "H", "H", "H", "H", "O", "O"],
  "coordinates": [[3.524571, 1.883652, 0.193990], [5.349372, 0.736097, 4.931987], [4.397379, 2.250044, 4.775152], [4.062507, 2.303610, 3.088077], [4.758364, 1.215807, 1.953356], [3.252969, 3.300971, 2.729448], [2.999741, 3.322696, 1.414933], [2.233681, 4.250846, 0.927720], [1.967438, 4.192283, -0.489037], [1.230483, 5.158899, -1.144686], [1.070813, 5.049329, -2.524934], [1.663924, 3.995006, -3.186041], [2.400012, 3.051624, -2.465520], [2.532014, 3.133306, -1.148254], [5.561284, 0.659886, 5.997514], [6.290679, 0.801004, 4.390537], [4.773011, -0.132943, 4.616017], [1.844446, 5.025376, 1.579185], [0.799692, 5.984184, -0.594372], [0.495947, 5.788673, -3.066131], [1.566231, 3.866790, -4.255137], [2.828441, 2.185896, -2.954070], [0.832100, -2.745396, 6.586485], [0.942108, -2.139083, 5.217927], [0.923120, -2.939199, 4.078124], [0.998324, -2.384065, 2.810327], [1.081278, -1.004773, 2.688499], [1.112615, -0.178409, 3.805440], [1.046439, -0.754545, 5.061710], [1.158561, -0.327764, 1.054770], [1.791487, 1.065301, 1.281374], [-0.535603, 0.021927, 0.694702], [-1.177200, 1.087279, 1.373334], [-2.470052, 1.370991, 1.070753], [-3.171063, 0.623251, 0.084662], [-4.506189, 0.936072, -0.259699], [-5.150121, 0.238603, -1.240204], [-4.490594, -0.807006, -1.921850], [-3.207618, -1.142336, -1.601524], [-2.515609, -0.436623, -0.586282], [-1.159217, -0.742053, -0.257243], [-0.453758, -1.854128, -0.969338], [-0.742035, -3.206748, -0.639583], [-1.670787, -3.554087, 0.378031], [-1.911964, -4.863667, 0.672829], [-1.248576, -5.895549, -0.031221], [-0.354104, -5.591155, -1.013507], [-0.075429, -4.239795, -1.343630], [0.856437, -3.906636, -2.356231], [1.134564, -2.604732, -2.657208], [0.460724, -1.586637, -1.955903], [0.936834, 0.113234, -2.280385], [2.058039, 0.038994, -3.276091], [-0.544833, 0.679188, -3.071943], [-1.188972, 1.776136, -2.524035], [-2.384438, 2.212547, -3.078801], [-2.930096, 1.571652, -4.184830], [-4.236684, 2.019513, -4.772000], [-2.245872, 0.484037, -4.740200], [-1.065160, 0.030813, -4.189778], [1.182440, -3.776120, 6.594535], [-0.207792, -2.746131, 6.918843], [1.408998, -2.179825, 7.317258], [0.855187, -4.014995, 4.182238], [0.988376, -3.019261, 1.931433], [1.190069, 0.895275, 3.690951], [1.065868, -0.122092, 5.941443], [-0.638690, 1.660835, 2.116284], [-2.987143, 2.177143, 1.577251], [-5.008894, 1.738782, 0.265954], [-6.173267, 0.482371, -1.495038], [-5.010464, -1.350943, -2.699971], [-2.708355, -1.946093, -2.127091], [-2.191015, -2.772414, 0.917898], [-2.623601, -5.119889, 1.446893], [-1.461178, -6.928151, 0.210815], [0.153620, -6.374776, -1.561964], [1.355377, -4.706825, -2.889056], [1.857752, -2.332621, -3.414687], [-0.780681, 2.258440, -1.640101], [-2.910728, 3.050685, -2.637798], [-4.620468, 2.903046, -4.264729], [-4.986213, 1.230056, -4.691376], [-4.128328, 2.253993, -5.831645], [-2.660799, -0.014895, -5.607775], [-0.546300, -0.822016, -4.612023], [3.701301, -0.360498, -0.978491], [4.385316, 0.548759, -1.337243]],
  "atomic_forces_ev_per_a": [[0.166, 0.571, 0.237], [0.124, -0.035, 0.055], [-0.088, -0.004, -0.111], [-0.285, 0.441, 0.216], [0.069, -0.139, -0.134], [0.246, -0.317, -0.042], [0.075, 0.130, 0.052], [0.052, -0.057, 0.063], [0.072, -0.046, -0.013], [-0.028, -0.025, -0.171], [-0.015, 0.087, 0.105], [0.127, -0.162, -0.028], [-0.193, 0.016, -0.067], [-0.143, 0.131, 0.149], [0.007, -0.035, -0.017], [-0.006, -0.003, 0.019], [-0.026, 0.042, -0.012], [-0.004, -0.012, -0.003], [0.011, -0.014, 0.021], [0.003, -0.011, -0.003], [-0.010, 0.024, 0.008], [0.048, -0.039, -0.035], [0.034, -0.015, 0.024], [-0.004, 0.031, 0.002], [-0.013, -0.034, -0.017], [-0.016, -0.006, -0.018], [-0.022, 0.031, 0.062], [-0.009, -0.019, -0.005], [-0.005, -0.021, -0.002], [0.270, -0.052, 0.071], [-0.358, -0.074, -0.218], [-0.084, 0.087, 0.076], [0.063, -0.061, -0.052], [-0.112, 0.009, -0.042], [0.020, 0.002, 0.006], [0.038, 0.039, 0.046], [-0.032, -0.056, -0.058], [-0.093, 0.035, 0.008], [0.058, 0.014, 0.048], [-0.029, -0.041, -0.047], [-0.013, -0.039, -0.071], [-0.049, 0.111, 0.074], [-0.055, -0.022, 0.047], [0.046, 0.006, 0.001], [-0.007, -0.041, 0.002], [-0.022, 0.008, 0.021], [0.009, 0.037, -0.029], [0.011, -0.038, -0.006], [-0.001, -0.025, 0.000], [-0.009, 0.041, 0.028], [0.056, 0.020, 0.039], [0.180, -0.152, -0.178], [-0.210, 0.183, 0.140], [-0.078, 0.030, -0.126], [0.028, -0.035, 0.036], [-0.003, 0.027, -0.002], [-0.004, -0.002, -0.021], [-0.015, 0.026, -0.007], [-0.017, 0.046, 0.000], [0.095, -0.020, 0.040], [-0.009, 0.002, -0.007], [-0.003, 0.005, -0.010], [-0.013, 0.002, 0.000], [0.006, 0.008, 0.002], [-0.002, 0.006, -0.001], [0.019, -0.002, 0.006], [0.007, 0.003, -0.013], [0.023, -0.031, 0.001], [-0.001, -0.014, 0.008], [0.007, -0.005, 0.001], [0.006, -0.005, -0.006], [-0.008, 0.008, 0.009], [-0.005, 0.005, 0.014], [0.013, -0.008, -0.002], [0.004, 0.000, -0.007], [0.007, 0.002, 0.000], [-0.001, -0.002, 0.012], [-0.002, 0.006, 0.001], [-0.007, 0.011, 0.004], [-0.015, -0.014, 0.005], [0.013, 0.003, 0.004], [0.001, -0.006, 0.000], [0.011, -0.010, 0.002], [0.002, -0.010, 0.003], [0.011, -0.006, 0.003], [-0.013, 0.012, -0.009], [-0.686, -1.536, 0.242], [0.783, 0.997, -0.419]],
  "mulliken_charge": [-0.113, -0.910, 0.100, 0.599, -0.080, -1.245, 0.855, -0.722, 0.802, -0.765, -0.405, -0.809, -0.479, 0.164, 0.375, 0.377, 0.308, 0.465, 0.480, 0.503, 0.457, 0.895, -1.549, 0.953, -0.987, -0.204, 0.188, -0.678, -1.167, 1.006, 0.531, 1.537, -0.953, -1.391, 0.836, -0.902, -0.732, -1.117, -0.720, 1.270, -0.453, -0.908, 1.465, -0.805, -0.875, -0.742, -0.995, 0.619, -1.156, -1.100, 0.271, 1.716, -0.845, 0.256, -0.129, -0.969, 0.889, -1.680, -0.835, -0.686, 0.402, 0.301, 0.397, 0.418, 0.598, 0.360, 0.461, 0.485, 0.460, 0.487, 0.473, 0.495, 0.607, 0.552, 0.488, 0.433, 0.477, 0.448, 0.736, 0.563, 0.344, 0.372, 0.338, 0.423, 0.470, 0.568, 0.242, -0.204],
  "fmax_ev_per_a": 1.70,
  "de_lowest_ev": 0.0412,
  "total_charge": 2,
  "s_squared": 6.065,
  "homo_lumo_gap_ev": [5.6, 3.6],
  "spin_multiplicity": 5
}



| no. | energy (Eh) |
| --- | --- |
| 1 | -7697.89203 |
| 2 | -3788.72244 |